## a
Here is C5H11NO2 in the gas phase from the Open Molecules 2025 dataset. Energies are from wB97M-V/def2-TZVPD.

SMILES string   [H]/N=C(\O)C[C@H](C)OC
HOMO energy   -9.94 eV
Charge   0

Geometry (Å):
C  0.22  -2.03  3.16
O  0.82  -1.18  2.21
C  0.51  0.19  2.37
C  1.33  0.82  3.49
C  0.79  0.87  1.03
C  0.08  0.26  -0.13
N  -1.08  0.12  -0.55
H  0.38  -3.06  2.83
H  0.67  -1.91  4.16
H  -0.86  -1.84  3.23
H  -0.56  0.29  2.60
H  1.17  1.91  3.51
H  1.02  0.42  4.47
H  2.40  0.62  3.35
H  0.48  1.93  1.09
H  1.87  0.85  0.84
O  0.89  -0.64  -1.20
H  -0.78  -0.60  -1.49
H  1.80  -0.34  -1.12



## b
Here is a 2-piece molecular cluster, C5H11NO2 overall from the Open Molecules 2025 dataset. Energies are from wB97M-V/def2-TZVPD.

HOMO energy (alpha / beta)   -5.71 / -7.44 eV
Charge   0

Geometry (Å):
C  2.57  -0.76  -0.88
C  1.71  1.24  -0.49
O  1.84  0.18  -1.41
O  2.14  -1.62  0.00
H  1.03  -1.49  0.09
H  3.60  -0.75  -1.23
H  2.60  1.47  0.11
H  0.92  1.58  0.16
C  -2.01  1.29  -0.09
N  -0.44  -1.34  -0.02
C  -1.16  -0.80  1.08
C  -1.91  0.30  1.03
H  -0.71  -2.30  -0.24
H  -0.44  -0.75  -0.85
H  -1.21  -1.47  1.92
H  -2.43  0.57  1.94
H  -3.05  1.54  -0.28
H  -1.57  0.92  -1.01
H  -1.47  2.20  0.18



## c
Here is C5H11NO2 as an isolated structure from the Open Molecules 2025 dataset. Energies are from wB97M-V/def2-TZVPD.

HOMO energy   -9.55 eV
Charge   0

Geometry (Å):
C  1.96  -2.28  1.60
C  0.68  -1.17  1.83
C  -0.20  -0.30  -1.47
C  -0.34  1.22  -1.82
C  -1.43  1.92  -0.95
H  2.88  -1.96  0.62
H  2.28  -2.34  2.67
H  1.49  -3.53  1.37
H  0.13  -1.42  2.72
H  -1.35  -0.51  -1.19
H  0.21  -1.01  -2.24
H  0.58  1.76  -1.40
H  -0.46  1.16  -2.80
H  -2.31  1.40  -1.24
H  -1.39  2.87  -1.46
H  -1.21  1.04  0.89
N  -0.04  -0.69  0.91
O  0.60  -0.61  -0.31
O  -1.17  1.99  0.39



## d
Here is C5H11NO2 as an isolated structure from the Open Molecules 2025 dataset. Energies are from wB97M-V/def2-TZVPD.

HOMO energy   -6.83 eV
Charge   0

Geometry (Å):
C  0.30  0.10  -1.27
C  1.81  0.14  -1.01
C  -1.95  1.40  0.26
N  0.45  -1.12  1.45
C  -1.03  0.23  0.33
C  -0.51  -0.25  1.56
O  0.49  -2.04  2.52
O  -0.07  -0.73  -2.34
H  1.43  -2.25  2.60
H  0.71  -1.11  -2.76
H  -0.31  -0.84  -0.23
H  -0.04  1.11  -1.50
H  -1.18  -0.25  2.42
H  2.05  1.01  -0.40
H  2.10  -0.75  -0.46
H  2.37  0.24  -1.94
H  -2.41  1.50  -0.72
H  -1.45  2.35  0.50
H  -2.75  1.26  1.00



a (0.1127 hartree below the next structure)



## a
Here is a 2-piece molecular cluster, C5H11NO2 overall from the Open Molecules 2025 dataset. Energies are from wB97M-V/def2-TZVPD.

HOMO energy   -8.14 eV
Charge   0

Geometry (Å):
O  -2.60  0.92  1.47
C  -2.93  0.26  0.45
C  -2.03  -0.34  -0.51
C  -0.70  -0.48  -0.44
C  -0.03  0.21  0.89
C  2.12  1.20  -0.10
N  1.46  0.24  0.79
H  -3.99  -0.04  0.27
H  1.41  1.98  -0.46
H  -2.69  -0.69  -1.32
H  0.00  -0.07  -1.19
H  -0.42  -1.53  -0.31
H  -0.48  1.25  0.86
H  -0.46  -0.33  1.77
H  2.86  1.77  0.49
H  2.50  0.55  -0.92
H  1.72  -0.70  0.50
H  2.36  -2.53  -1.25
O  1.89  -1.68  -1.00



## b
Here is a 2-piece molecular cluster, C5H11NO2 overall from the Open Molecules 2025 dataset. Energies are from wB97M-V/def2-TZVPD.

SMILES string   CO[C@H](C)O.CC#N
HOMO energy   -9.62 eV
Charge   0

Geometry (Å):
C  -0.28  -2.12  -0.54
C  -2.22  0.07  0.05
C  -0.88  0.18  -0.67
O  -0.48  -0.98  -1.34
O  -0.87  1.22  -1.53
H  -1.23  -2.55  -0.20
H  0.34  -1.89  0.33
H  0.24  -2.85  -1.16
H  -2.20  -0.67  0.84
H  -2.99  -0.21  -0.68
H  -2.48  1.05  0.45
C  2.32  0.90  1.38
C  1.66  1.45  0.21
N  1.53  2.09  -0.75
H  0.10  1.60  -1.57
H  -0.03  0.41  0.13
H  1.68  1.02  2.25
H  2.53  -0.15  1.22
H  3.26  1.43  1.56



## c
Here is a 2-piece molecular cluster, C5H11NO2 overall from the Open Molecules 2025 dataset. Energies are from wB97M-V/def2-TZVPD.

HOMO energy (alpha / beta)   -6.69 / -6.66 eV
Charge   0

Geometry (Å):
C  1.10  -0.17  0.71
C  -1.32  0.27  0.31
C  -0.67  -0.96  -1.53
C  1.44  -0.04  -1.01
C  -1.85  1.57  0.79
N  2.33  0.20  0.10
O  -1.32  0.07  -0.99
O  0.92  -1.54  1.02
H  1.25  -1.70  1.91
H  3.06  -0.51  0.20
H  0.81  0.48  1.53
H  -1.34  -0.61  0.94
H  -0.60  -1.88  -0.96
H  -0.72  -0.97  -2.61
H  1.12  0.87  -1.50
H  1.75  -0.84  -1.68
H  -2.91  1.52  1.08
H  -1.30  1.89  1.68
H  -1.74  2.34  0.03



## d
Here is C5H11NO2 in the gas phase from the Open Molecules 2025 dataset. Energies are from wB97M-V/def2-TZVPD.

HOMO energy   -7.85 eV
Charge   0

Geometry (Å):
C  -0.20  0.94  0.40
C  0.66  -0.20  0.21
C  0.95  -1.05  1.40
C  1.51  -0.34  -1.01
C  -1.55  -0.23  0.15
N  -2.27  0.14  -1.05
O  -0.19  1.96  -0.58
O  -2.13  -0.56  1.20
H  0.51  2.59  -0.37
H  -0.36  1.30  1.41
H  -0.79  -1.09  -0.28
H  -1.65  0.34  -1.82
H  -2.78  1.00  -0.84
H  2.48  0.11  -0.80
H  1.33  -2.03  1.11
H  1.70  -0.54  2.02
H  0.04  -1.16  2.00
H  1.09  0.20  -1.87
H  1.67  -1.39  -1.26



b (0.0796 hartree below the next structure)



## a
Here is a 2-piece molecular cluster, C5H11NO2 overall from the Open Molecules 2025 dataset. Energies are from wB97M-V/def2-TZVPD.

SMILES string   N[C@H](O)CO.C#CC
HOMO energy   -8.87 eV
Charge   0

Geometry (Å):
C  1.87  -1.18  -1.99
C  1.64  -0.59  -0.66
C  1.83  -0.54  0.55
H  0.12  0.20  -0.89
H  2.07  -0.39  -2.71
H  0.98  -1.72  -2.31
H  2.71  -1.87  -1.97
H  0.34  0.18  1.09
H  2.38  -0.60  1.46
C  -0.71  0.74  0.95
N  -1.66  0.08  1.81
C  -1.02  0.53  -0.48
O  -0.39  2.08  1.29
O  -1.83  -0.56  -0.79
H  -1.10  2.66  0.98
H  -2.05  -0.99  0.05
H  -1.29  -0.05  2.75
H  -2.53  0.61  1.87
H  -1.38  1.42  -1.00



## b
Here is a 2-piece molecular cluster, C5H11NO2 overall from the Open Molecules 2025 dataset. Energies are from wB97M-V/def2-TZVPD.

HOMO energy   -7.81 eV
Charge   0

Geometry (Å):
C  0.31  0.47  -0.45
C  -0.26  -1.21  1.11
C  -1.07  0.66  -0.87
C  0.91  1.49  0.46
C  1.20  -0.44  -1.23
O  -0.62  -2.36  0.46
N  -1.67  0.07  0.46
O  -1.95  0.92  1.30
H  -1.59  -2.40  0.43
H  0.82  -1.16  1.15
H  -0.71  -1.04  2.09
H  -1.39  0.04  -1.70
H  -1.44  1.68  -0.95
H  1.18  2.40  -0.09
H  1.81  1.11  0.94
H  0.18  1.79  1.22
H  2.08  -0.74  -0.66
H  1.55  0.06  -2.14
H  0.67  -1.35  -1.54



a (0.0484 hartree below the next structure)



## a
Here is a 2-piece molecular cluster, C5H11NO2 overall from the Open Molecules 2025 dataset. Energies are from wB97M-V/def2-TZVPD.

HOMO energy (alpha / beta)   -7.57 / -7.98 eV
Charge   0

Geometry (Å):
C  1.03  1.09  -0.74
C  -1.59  -0.29  0.22
C  -2.35  -0.78  -0.96
N  1.88  0.25  -1.56
C  0.28  -0.75  1.52
C  0.54  -0.82  2.80
O  -0.78  -1.11  0.82
O  1.70  2.27  -0.40
H  2.13  2.59  -1.20
H  0.16  1.34  -1.37
H  -1.64  0.75  0.53
H  1.37  -0.58  -1.86
H  2.68  -0.08  -1.03
H  0.86  0.52  0.29
H  -3.42  -0.74  -0.78
H  -2.13  -0.17  -1.84
H  -2.07  -1.80  -1.18
H  -0.19  -1.13  3.55
H  1.53  -0.58  3.17



## b
Here is a 2-piece molecular cluster, C5H11NO2 overall from the Open Molecules 2025 dataset. Energies are from wB97M-V/def2-TZVPD.

SMILES string   C=NCCCC=O.O
HOMO energy   -9.82 eV
Charge   0

Geometry (Å):
O  -0.45  2.13  -1.16
C  0.62  1.63  -0.88
C  0.93  0.12  -0.82
C  -0.25  -0.78  -1.09
C  -1.24  -0.73  0.16
C  -0.96  1.03  1.61
N  -0.79  -0.22  1.38
H  1.41  2.32  -0.51
H  1.53  -0.13  0.01
H  1.60  0.23  -1.76
H  0.03  -1.83  -1.12
H  -0.65  -0.55  -2.08
H  -2.09  -0.23  -0.29
H  -1.79  -1.75  0.32
H  -1.48  1.78  1.01
H  -0.65  1.28  2.60
H  1.56  -1.97  1.46
H  1.16  -2.38  0.00
O  1.75  -2.52  0.74



b (0.1085 hartree below the next structure)